A cluster of 9 separate species, C4H27NO9 in total in a non-equilibrium geometry. Source: the Open Molecules 2025 dataset; level of theory: ωB97M-V/def2-TZVPD.

Summary:
ΔE to the lowest compared entry with this formula, charge and spin = 49.9 kcal per mole
gap between HOMO and LUMO (alpha / beta) = 10.46 / 5.38 eV
LUMO (alpha / beta) = -3.1 / -8.1 eV
highest occupied orbital energy (alpha / beta) = -13.524 / -13.524 eV
electronic energy = -900.16886 hartree
charge = +1
2S+1 = 2

Geometry (Å):
C (1.5184, -1.8190, -1.5702)
C (1.9645, -2.3515, -0.1559)
C (3.4513, -2.0983, 0.0697)
O (4.1849, -3.0072, -0.8015)
C (5.6279, -2.7490, -0.8232)
N (1.1539, -1.4789, 0.7991)
H (0.4734, -2.0053, -1.8180)
H (2.1582, -2.3116, -2.3023)
H (1.7722, -0.7598, -1.6106)
H (1.7763, -3.4086, 0.0318)
H (3.6178, -2.3817, 1.1090)
H (3.8206, -1.0778, -0.0312)
H (6.1449, -3.6108, -1.2452)
H (6.1299, -2.5217, 0.1173)
H (5.9319, -1.9459, -1.4946)
H (0.1549, -1.5952, 0.7073)
H (1.2418, -0.5025, 0.5562)
O (-0.6457, 2.7876, 1.8440)
H (-0.8609, 1.9351, 1.4657)
H (-0.6294, 2.6339, 2.7886)
O (-0.9550, 1.7892, -1.7524)
H (-0.7215, 0.8778, -1.5761)
H (-0.8290, 1.8910, -2.6958)
O (-1.7997, 0.7030, 0.7684)
H (-2.2895, 1.0114, 0.0061)
H (-2.3199, -0.0244, 1.1098)
O (-2.4621, -0.6860, -1.9834)
H (-3.3272, -0.3220, -1.7955)
H (-2.6358, -1.4370, -2.5509)
O (-3.6813, 1.9426, 3.0123)
H (-3.4646, 1.0969, 2.6196)
H (-3.7435, 2.5431, 2.2695)
O (-3.2744, 4.2354, 1.2181)
H (-2.9783, 4.8310, 1.9064)
H (-2.5606, 3.6048, 1.1229)
O (-4.6133, 0.1818, -0.2048)
H (-5.2173, 0.8970, -0.0051)
H (-4.6994, -0.4187, 0.5356)
O (1.1075, 1.5479, 0.0938)
H (0.5638, 1.9225, -0.5992)
H (0.9144, 2.0811, 0.8649)